## one
A structure of composition C3H6N4O2. Source: OMol25; level of theory: ωB97M-V/def2-TZVPD.

The geometry in ORCA input format:
```
! wB97M-V def2-TZVPD RIJCOSX def2/J DEFGRID3
* xyz 0 1
C -0.32676 -0.58962 -0.10237
C 0.88365 0.81296 -1.83584
C 0.25200 -0.13376 2.09907
H -2.41862 -1.86969 0.08876
H -0.98822 -0.19799 -2.13182
H 1.18668 0.80067 0.38948
H 1.90855 1.34138 -1.76732
H -0.27032 0.09824 3.22570
H 1.48659 1.53877 2.51922
N -0.94129 -1.04048 -1.05438
N 0.68485 0.27231 -0.55364
N -0.48866 -1.05776 1.21648
N 1.21423 0.87354 1.78243
O -2.45387 -1.45094 -0.90754
O 0.27120 0.60237 -2.96825
*
```

***

## two
An isolated molecule of C3H6N4O2. Source: OMol25; level of theory: ωB97M-V/def2-TZVPD.

The geometry in ORCA input format:
```
! wB97M-V def2-TZVPD RIJCOSX def2/J DEFGRID3
* xyz 0 1
H 2.33960 1.62417 1.08898
N 2.21191 0.99466 0.26845
C 1.08805 0.42600 0.32499
C -0.07281 0.88904 1.01560
O -0.00778 1.64844 2.14022
C -1.10537 0.29659 0.48059
N -0.69791 -0.42736 -0.77754
N -1.21704 -1.62207 -1.22038
N 0.65920 -0.57940 -0.63427
O 1.25301 -0.52814 -1.88720
H -0.89130 1.93016 2.48497
H -2.12269 0.34096 0.67954
H -2.01748 -1.47024 -1.81314
H -1.52594 -2.25627 -0.44916
H 2.10657 -1.26654 -1.70165
*
```

The SMILES is [H]/N=c1\c(O)cn(N)n1O.

***

Most stable = two

***

## one
A cluster of 2 separate species, C2H3P in total. Source: OMol25; level of theory: ωB97M-V/def2-TZVPD.

The geometry in ORCA input format:
```
! wB97M-V def2-TZVPD RIJCOSX def2/J DEFGRID3
* xyz 0 1
C -0.24890 0.65930 0.21281
C 0.04862 -0.74034 0.08591
P -1.91115 0.07461 0.13311
H 1.29544 2.47391 -0.50346
H 0.32231 -1.16400 -0.89297
H 0.49367 -1.30347 0.96460
*
```

***

## two
A cluster of 2 separate species, C2H3P in total. Source: OMol25; level of theory: ωB97M-V/def2-TZVPD.

The geometry in ORCA input format:
```
! wB97M-V def2-TZVPD RIJCOSX def2/J DEFGRID3
* xyz 0 1
C -0.42186 0.30503 0.68276
C 0.40369 -0.36088 -0.28917
P 0.77437 1.39540 0.23647
H -1.88692 0.09245 0.89294
H 1.17308 -0.99476 -0.18748
H -0.04235 -0.43724 -1.33552
*
```

***

Most stable = two

***

## one
An isolated molecule of C2H2O2. Source: OMol25; level of theory: ωB97M-V/def2-TZVPD.

The geometry in ORCA input format:
```
! wB97M-V def2-TZVPD RIJCOSX def2/J DEFGRID3
* xyz 0 1
C 0.90967 0.00144 0.00630
C -0.37188 -0.01324 -0.00235
O -1.53170 -0.71491 0.00155
O -1.61316 0.72957 0.00405
H 1.31390 0.97643 0.16953
H 1.29317 -0.97929 -0.17909
*
```

The SMILES is C=C1OO1.

***

## two
A structure of composition C2H2O2. Source: OMol25; level of theory: ωB97M-V/def2-TZVPD.

The geometry in ORCA input format:
```
! wB97M-V def2-TZVPD RIJCOSX def2/J DEFGRID3
* xyz 0 1
C 0.93345 0.40352 -0.06308
C -0.80494 -0.44329 -0.03098
O 1.91020 -0.20979 0.18891
O -1.68997 0.26052 0.19189
H 0.57935 1.50067 0.04276
H -0.92810 -1.51163 -0.32951
*
```

***

## three
A cluster of 2 separate species, C2H2O2 in total. Source: OMol25; level of theory: ωB97M-V/def2-TZVPD.

The geometry in ORCA input format:
```
! wB97M-V def2-TZVPD RIJCOSX def2/J DEFGRID3
* xyz 0 1
C -0.85512 1.32444 0.33715
C 0.33559 1.17090 -0.02317
O 2.56951 -0.67817 0.15996
O 1.40176 1.39225 -0.42658
H -1.79117 0.95854 0.84847
H 2.22157 -0.86102 -0.73231
*
```

***

Most stable = two

***

## one
A cluster of 2 separate species, CH7N2 in total. Source: OMol25; level of theory: ωB97M-V/def2-TZVPD.

The geometry in ORCA input format:
```
! wB97M-V def2-TZVPD RIJCOSX def2/J DEFGRID3
* xyz 1 1
N 1.23255 1.15621 0.43570
H 2.13801 1.34404 -0.09191
H 0.79962 2.09451 0.60616
H 0.32768 -0.05899 0.02541
H 1.73354 0.67305 1.26962
C -1.30750 -1.06446 -0.97778
N -0.50354 -0.94387 0.12003
H -2.12354 -1.81019 -0.90234
H -1.42290 -0.06222 -1.44013
H -0.87393 -1.32809 0.95525
*
```

***

## two
A cluster of 2 separate species, CH7N2 in total. Source: OMol25; level of theory: ωB97M-V/def2-TZVPD.

The geometry in ORCA input format:
```
! wB97M-V def2-TZVPD RIJCOSX def2/J DEFGRID3
* xyz 1 1
C 0.17633 0.60720 -0.04760
N 1.23892 -0.37341 -0.17767
N -1.01353 -0.25692 -0.21750
H 0.08561 1.49761 -0.77534
H 0.21947 1.21749 0.91299
H 1.05130 -1.08106 1.33815
H 2.15073 0.08076 -0.05488
H -0.75211 -0.82726 -1.02505
H -1.16228 -1.09682 0.39960
H -1.99444 0.23242 -0.35269
*
```

***

Most stable = one